[1]
DFT (ωB97M-V/def2-TZVPD) results for a cluster of 4 separate species, C2H11NO3 in total at a distorted geometry.

Each line ends with the Löwdin spin population.
Positions of all 17 atoms, in Å:
C -1.461 -2.567 1.169  0.039
C -1.496 -1.282 1.354  0.094
N -2.794 -0.668 1.368  0.017
H -2.417 -3.148 1.312  0.001
H -0.690 -3.097 0.968  0.014
H -0.630 -0.558 0.854  0.062
H -3.681 -1.159 1.333  0.001
H -2.903 0.076 1.928  0.012
H 0.761 -0.398 -0.467  0.100
H 1.682 -1.415 -1.087  0.096
O 1.680 -0.705 -0.319  0.222
H 3.609 3.601 -3.017  0.008
H 2.756 2.332 -2.900  0.031
O 3.422 2.796 -3.381  0.067
H 0.966 1.616 -0.304  0.062
H 0.207 2.272 0.861  0.032
O 0.990 2.304 0.327  0.142

Summary:
- Energy above the lowest of the compared OMol25 structures with the same formula, charge and spin: 44.7 kcal per mole
- E: -363.1481 hartree
- Expectation value of S²: 0.751
- Charge: -1
- Multiplicity: 2
- Orbital gap (spin up / spin down): 3.28 / 9.19 eV


[2]
DFT (ωB97M-V/def2-TZVPD) results for a structure of composition C20H22Cl5HgIN2O6PS2.

Each line ends with the Löwdin spin population.
Positions of all 60 atoms, in Å:
Hg -0.059 1.333 1.468  0.003
Cl -3.610 8.047 0.892  0.000
C -2.663 6.614 0.681  0.000
C -2.355 5.793 1.762  0.000
Cl -2.915 6.235 3.338  0.000
C -1.605 4.637 1.598  0.000
Cl -1.258 3.641 2.966  0.000
C -1.109 4.227 0.330  0.000
O -0.417 3.183 0.114  0.000
C -1.431 5.108 -0.747  0.000
Cl -0.827 4.666 -2.305  0.000
C -2.186 6.253 -0.579  0.000
Cl -2.553 7.254 -1.944  0.000
O -1.719 -0.013 2.064  0.002
S -1.169 -1.409 1.705  0.000
O -2.239 -2.211 1.141  0.000
O -0.583 -1.979 2.929  0.001
O -0.082 -1.148 0.704  0.000
I 6.179 0.932 4.553  0.427
C 3.477 0.650 4.175  0.471
C 2.734 -0.515 4.236  0.036
N 1.514 -0.290 3.703  0.009
N 1.419 0.979 3.274  0.012
C 2.598 1.547 3.559  0.037
H 2.981 -1.493 4.617  0.000
H 0.746 -0.958 3.494  0.001
H 2.755 2.584 3.294  0.000
C 3.414 2.144 -0.458  0.000
P 2.086 0.976 -0.003  0.001
C 1.458 0.464 -1.638  0.000
C 3.012 -0.465 0.597  0.000
H 4.094 1.675 -1.172  0.000
H 3.976 2.426 0.433  0.000
H 2.983 3.042 -0.901  0.000
H 2.239 -0.001 -2.246  0.000
H 1.061 1.343 -2.149  0.000
H 0.645 -0.242 -1.469  0.000
H 3.631 -0.885 -0.199  0.000
H 2.300 -1.210 0.953  0.000
H 3.646 -0.154 1.432  -0.001
C -4.681 -3.464 -3.149  0.000
C -3.276 -3.430 -2.612  0.000
C -2.329 -2.560 -3.139  0.000
C -1.040 -2.518 -2.626  0.000
C -0.698 -3.363 -1.587  0.000
C -1.626 -4.227 -1.034  0.000
C -2.907 -4.259 -1.556  0.000
S 0.953 -3.333 -0.895  0.000
C 1.753 -4.238 -2.245  0.000
O 0.974 -4.293 0.238  0.000
H -4.822 -2.719 -3.933  0.000
H -5.406 -3.260 -2.359  0.000
H -4.922 -4.444 -3.569  0.000
H -2.608 -1.889 -3.944  0.000
H -0.317 -1.815 -3.024  0.000
H -1.335 -4.822 -0.178  0.000
H -3.647 -4.917 -1.113  0.000
H 1.204 -5.157 -2.450  0.000
H 2.758 -4.464 -1.891  0.000
H 1.803 -3.610 -3.136  0.000

Summary:
- Energy above the lowest of the compared OMol25 structures with the same formula, charge and spin: 20.2 kcal per mole
- E: -5226.1452 hartree
- Expectation value of S²: 0.758
- Charge: -2
- Multiplicity: 2
- Orbital gap (spin up / spin down): 4.98 / 6.47 eV


[3]
DFT (ωB97M-V/def2-TZVPD) results for a structure of composition CBrClI2.

Each line ends with the Löwdin charge.
Positions of all 5 atoms, in Å:
C -0.425 -0.252 0.692  -1.880
Cl 1.622 0.831 -1.737  -0.312
Br -0.269 -2.076 0.236  0.533
I 1.257 0.827 0.809  0.932
I -2.185 0.669 0.000  0.728

Summary:
- Energy above the lowest of the compared OMol25 structures with the same formula, charge and spin: 42.9 kcal per mole
- E: -3667.5865 hartree
- Charge: 0
- Orbital gap (spin up / spin down): 6.87 / 6.92 eV


[4]
DFT (ωB97M-V/def2-TZVPD) results for a cluster of 6 separate species, C5H22N2O6 in total at a distorted geometry.

Each line ends with the Löwdin charge.
Positions of all 35 atoms, in Å:
C 2.844 -0.933 -0.998  -0.062
C 1.445 -1.454 -0.639  -0.214
N 1.034 -0.602 0.471  -0.107
C 1.140 -0.956 1.789  -0.273
O 1.017 -0.235 2.780  -0.020
C 0.019 0.415 0.092  -0.127
C -1.391 -0.345 0.049  -0.212
N -2.473 0.622 -0.094  0.010
H 3.451 -1.267 -0.104  0.095
H 2.980 0.099 -1.275  0.060
H 3.412 -1.394 -1.815  0.073
H 0.781 -1.480 -1.480  0.051
H 1.373 -2.556 -0.433  0.145
H 1.497 -1.952 2.059  0.146
H -0.117 0.929 1.116  0.098
H 0.279 0.941 -0.815  0.122
H -1.279 -1.032 -0.764  0.069
H -1.580 -1.006 0.972  0.129
H -2.192 1.490 0.306  0.054
H -3.422 0.340 -0.014  0.083
O -0.759 2.747 1.668  -0.064
H 0.182 2.892 1.445  0.043
H -0.736 2.408 2.565  0.025
O -3.239 -0.041 -2.729  -0.088
H -3.142 0.429 -1.885  -0.023
H -2.496 0.286 -3.258  0.032
O 2.298 2.546 -0.087  -0.058
H 1.367 2.435 -0.357  0.013
H 2.202 1.873 0.619  0.037
O -0.102 -2.002 -3.422  -0.054
H -0.205 -1.256 -2.822  -0.003
H -0.879 -2.520 -3.155  0.058
O -1.393 0.489 3.487  -0.108
H -1.557 -0.401 3.159  0.016
H -0.358 0.492 3.567  0.056

Summary:
- Energy above the lowest of the compared OMol25 structures with the same formula, charge and spin: 90.0 kcal per mole
- SMILES string: CCN(C=O)CCN.O.O.O.O.O
- E: -764.5831 hartree
- Charge: 0
- Orbital gap: 10.02 eV